# 1
10
Properties=species:S:1:pos:R:3:mulliken_spin:R:1 method="wB97M-V/def2-TZVPD" largest_force_ev_per_a=4.2 total_energy_ha=-1380.08791 total_charge=+2 homo_ev="-16.9 / -16.2" relative_energy_kcal_mol=3.65 gap_ev="5.80 / 4.81" multiplicity=6 e_lumo_ev="-11.15 / -11.36"
H -3.25518 0.09648 1.41029 0.00
C -3.29174 -0.33336 -0.35576 0.40
C -2.14304 0.42851 -0.14638 -0.18
C -2.15189 0.86028 1.22831 0.20
C -1.25787 0.99084 2.13866 -0.16
O -0.39097 1.16838 2.93555 0.09
Mn 0.94235 2.10436 3.76034 4.64
H -3.25118 -1.39103 -0.08419 0.00
H -3.86241 -0.08683 -1.25555 0.01
H -1.84431 1.18205 -0.87970 0.01

***

# 2
10
Properties=species:S:1:pos:R:3:mulliken_charge:R:1 method="wB97M-V/def2-TZVPD" largest_force_ev_per_a=4.2 smiles=c1cnccn1 total_energy_ha=-264.29708 homo_ev=-9.7 relative_energy_kcal_mol=18.42 gap_ev=10.05 e_lumo_ev=0.35
C -1.21370 -0.32355 -0.44566 -0.15
C -0.61900 0.93346 -0.77190 -0.10
N 0.62060 1.22305 -0.39196 -0.54
C 1.19500 0.22163 0.33445 -0.04
C 0.52445 -0.92206 0.87272 -0.09
N -0.65810 -1.26946 0.33843 -0.55
H -2.17473 -0.41763 -0.82348 0.40
H -1.05165 1.73680 -1.32604 0.41
H 2.22498 0.29285 0.69076 0.32
H 1.15214 -1.47508 1.52268 0.33

***

# 3
10
Properties=species:S:1:pos:R:3:mulliken_charge:R:1 method="wB97M-V/def2-TZVPD" largest_force_ev_per_a=7.4 smiles=CC(C#N)C#N total_energy_ha=-264.23403 homo_ev=-11.8 relative_energy_kcal_mol=57.98 gap_ev=12.18 e_lumo_ev=0.36
C 1.26016 -1.13671 0.62588 -0.97
C 0.29521 0.11551 0.10137 0.33
C -0.04403 -0.06871 -1.40902 0.24
N 0.06406 -0.09701 -2.62547 -0.40
C -0.77693 0.59645 1.07318 0.05
N -1.45443 0.97677 1.96493 -0.41
H 0.74124 -1.99788 0.17994 0.32
H 1.36010 -1.01156 1.75538 0.36
H 2.31277 -1.02492 0.04384 0.27
H 0.91196 0.83680 0.29613 0.22

***

# 4
10
Properties=species:S:1:pos:R:3:mulliken_spin:R:1 method="wB97M-V/def2-TZVPD" largest_force_ev_per_a=3.5 total_energy_ha=-263.96777 homo_ev="-5.4 / -9.0" relative_energy_kcal_mol=125.13 gap_ev="5.89 / 6.92" multiplicity=3 e_lumo_ev="0.45 / -2.08"
C 1.14668 -0.99387 -0.05006 0.63
C -0.72990 -0.68275 0.54263 0.69
C -0.49377 0.68916 0.26735 0.33
C -1.77901 0.22384 -0.17164 0.16
N 0.64836 1.24765 -0.04678 0.12
N 1.55777 0.24570 0.00406 -0.02
H 1.77605 -1.82450 0.20815 0.00
H -2.01184 0.28060 -1.22964 0.03
H -2.64893 0.27420 0.46922 0.05
H 2.53459 0.53997 0.00671 0.01

***

# 5
11
Properties=species:S:1:pos:R:3:mulliken_charge:R:1 method="wB97M-V/def2-TZVPD" largest_force_ev_per_a=0.5 smiles="O=Cc1cnc[nH]1" total_energy_ha=-339.55915 homo_ev=-9.5 relative_energy_kcal_mol=14.13 gap_ev=9.81 e_lumo_ev=0.31
O -2.84295 -0.06837 0.02944 -0.47
C -1.73738 -0.48786 0.27066 -0.02
C -0.46291 -0.02908 -0.27321 0.21
C 0.02428 1.24049 -0.49132 -0.18
N 1.37428 1.28369 -0.29729 -0.58
C 1.71598 0.04953 0.00686 -0.13
N 0.65625 -0.78044 0.03608 -0.08
H -1.55478 -1.25361 1.05112 0.26
H -0.55480 2.12143 -0.73502 0.41
H 2.70857 -0.29290 0.25827 0.36
H 0.67347 -1.78287 0.14442 0.22

***

# 6
11
Properties=species:S:1:pos:R:3:mulliken_charge:R:1 method="wB97M-V/def2-TZVPD" largest_force_ev_per_a=7.8 smiles="CC1=NC(=O)C=N1" total_energy_ha=-339.44699 homo_ev=-10.0 relative_energy_kcal_mol=84.51 gap_ev=8.64 e_lumo_ev=-1.32
C 1.90343 -0.34263 0.20253 -0.96
C 0.34682 -0.31303 -0.33032 0.59
N -0.53703 -1.22131 -0.41757 -0.51
C -1.71171 -0.42649 -0.16252 0.50
O -2.95552 -0.63464 0.15830 -0.52
C -1.32988 1.07219 -0.02553 0.10
N -0.12359 1.01661 -0.39365 -0.45
H 2.21979 -1.29279 0.36936 0.39
H 2.38427 -0.12810 -0.69559 0.31
H 1.99145 0.34403 1.21084 0.26
H -2.18803 1.92615 0.08415 0.29

***

# 7
11
Properties=species:S:1:pos:R:3:mulliken_charge:R:1 method="wB97M-V/def2-TZVPD" largest_force_ev_per_a=12.1 smiles=N#CC(C#N)CO total_energy_ha=-339.44994 homo_ev=-11.1 relative_energy_kcal_mol=82.66 gap_ev=11.46 e_lumo_ev=0.35
N 2.70962 0.21552 -0.89474 -0.44
C 1.81049 0.32820 -0.04024 0.13
C 0.51657 0.40481 0.59108 0.40
C -0.18818 1.39461 -0.05334 0.14
N -0.95702 2.07309 -0.72479 -0.48
C -0.64317 -0.66173 0.33765 -0.53
O -0.78771 -0.76067 -1.12666 -0.48
H 0.57847 0.51326 1.67231 0.29
H -0.02475 -1.59696 0.73435 0.29
H -1.59062 -0.47693 0.85756 0.39
H -1.42370 -1.43319 -1.35317 0.30

***

# 8
11
Properties=species:S:1:pos:R:3:mulliken_charge:R:1 method="wB97M-V/def2-TZVPD" largest_force_ev_per_a=6.1 smiles="O=c1nccc[nH]1" total_energy_ha=-339.50958 homo_ev=-9.3 relative_energy_kcal_mol=45.24 gap_ev=9.09 e_lumo_ev=-0.18
O -2.82045 -0.11638 -0.17594 -0.58
C -1.55096 -0.11788 0.10956 0.28
N -0.90304 -1.44615 0.18730 -0.46
C 0.40035 -1.35063 -0.05529 0.21
C 1.21877 -0.22457 -0.14705 -0.42
C 0.63301 1.00268 -0.05028 0.10
N -0.74112 1.07679 0.02168 -0.06
H 1.05704 -2.33686 -0.29662 0.24
H 2.33452 -0.40933 0.03708 0.27
H 1.42374 1.91301 0.29189 0.22
H -1.05185 2.00931 0.07765 0.22

***

# 9
11
Properties=species:S:1:pos:R:3:mulliken_charge:R:1 method="wB97M-V/def2-TZVPD" largest_force_ev_per_a=3.1 smiles="C=C=NNC=C=O" total_energy_ha=-339.40232 homo_ev=-7.8 relative_energy_kcal_mol=112.55 gap_ev=7.54 e_lumo_ev=-0.21
C -1.02937 -0.32892 1.75527 -0.80
C -0.17006 0.32621 0.98744 0.51
N 0.83141 0.97079 0.70850 -0.48
N 1.32960 0.87707 -0.56224 0.02
C 0.60374 0.06298 -1.46445 -0.39
C -0.49710 -0.64065 -1.19142 0.39
O -1.29518 -1.42544 -1.41980 -0.34
H -0.84059 -0.98657 2.59811 0.26
H -2.14510 -0.03664 1.93595 0.21
H 2.29894 1.13904 -0.84651 0.26
H 0.91372 0.04213 -2.50084 0.37

***

# 10
11
Properties=species:S:1:pos:R:3:mulliken_charge:R:1 method="wB97M-V/def2-TZVPD" largest_force_ev_per_a=2.1 smiles="O=C1CC=NC=N1" total_energy_ha=-339.50727 homo_ev=-10.0 relative_energy_kcal_mol=46.69 gap_ev=9.59 e_lumo_ev=-0.41
O 2.38400 -0.94960 0.10923 -0.54
C 1.20134 -0.66133 0.10417 0.59
C 0.69286 0.74785 0.02927 -0.44
C -0.64923 0.97407 -0.50345 -0.07
N -1.51064 0.03557 -0.58518 -0.53
C -1.02960 -1.19374 -0.07961 0.07
N 0.17014 -1.58315 0.30410 -0.47
H 1.47245 1.49916 0.01206 0.43
H -0.01374 0.93863 0.96407 0.26
H -0.87648 2.08211 -0.53178 0.34
H -1.84111 -1.88957 0.17713 0.36

***

# 11
11
Properties=species:S:1:pos:R:3:mulliken_charge:R:1 method="wB97M-V/def2-TZVPD" largest_force_ev_per_a=0.6 total_energy_ha=-339.47000 homo_ev=-10.2 relative_energy_kcal_mol=70.07 gap_ev=9.66 e_lumo_ev=-0.56
H 1.77122 0.89474 -1.06784 0.29
N 0.78662 0.62525 -1.09007 -0.59
C 0.43193 0.13472 0.02720 0.44
C 1.37597 0.05610 1.21040 0.01
O 2.52230 0.42710 1.13055 -0.46
C -0.96482 -0.36170 0.14758 -0.18
C -1.80869 -0.13465 -1.00917 -0.08
N -1.40778 -1.31098 -0.96700 -0.44
H 0.96281 -0.33712 2.16136 0.30
H -1.38008 -0.56250 1.13461 0.36
H -2.28949 0.56903 -1.67762 0.33

***

# 12
11
Properties=species:S:1:pos:R:3:mulliken_charge:R:1 method="wB97M-V/def2-TZVPD" largest_force_ev_per_a=0.8 total_energy_ha=-339.41525 homo_ev="-8.8 / -8.8" relative_energy_kcal_mol=104.43 gap_ev="7.64 / 7.64" e_lumo_ev="-1.15 / -1.15"
N -1.38974 0.54867 -1.68492 -0.66
C -0.57578 0.21375 -0.77652 0.46
C 0.87565 0.12931 -1.06378 0.12
N 1.75841 -0.07338 -0.14117 -0.40
C 1.38097 0.24139 1.12808 -0.33
C 0.04920 -0.25487 1.46911 -0.12
O -0.94617 -0.29677 0.43170 -0.37
H -2.35545 0.46393 -1.36346 0.28
H 1.15952 0.11924 -2.11345 0.40
H 0.47314 -1.24456 1.75345 0.27
H -0.42975 0.15329 2.36097 0.34